Record 1
123
Properties=species:S:1:pos:R:3:lowdin_charge:R:1 method="wB97M-V/def2-TZVPD" e_lumo_ev=-0.92 max_force_ev_per_a=6.19 orbital_gap_ev=7.150
S -1.609 -4.322 0.649 0.737
C -0.789 -3.474 -0.769 -0.455
C 0.461 -2.617 -0.464 -0.024
C 1.151 -1.917 -1.692 -0.255
N 2.320 -1.046 -1.581 -0.270
S 2.680 -0.529 -3.183 0.880
N 1.498 -1.276 -4.207 -0.260
C 0.705 -2.010 -3.231 -0.274
C -0.596 -2.899 -3.476 0.025
C -1.314 -3.590 -2.279 -0.139
C -2.663 -4.480 -2.446 -0.146
C -3.889 -3.423 -2.273 -0.157
C -3.914 -2.258 -3.338 -0.024
C -4.991 -1.125 -3.315 -0.079
C -6.056 -1.176 -2.184 -0.107
C -6.054 -2.355 -1.145 -0.070
C -4.974 -3.509 -1.166 -0.019
H -1.668 -3.337 1.642 -0.112
H 0.819 -2.528 0.621 0.112
H -1.035 -3.034 -4.530 0.100
H -2.710 -5.336 -1.691 0.077
H -2.770 -4.881 -3.527 0.126
H -3.138 -2.193 -4.187 0.084
H -4.982 -0.279 -4.088 0.090
H -6.834 -0.324 -2.162 0.091
H -6.876 -2.318 -0.346 0.083
H -4.980 -4.373 -0.408 0.097
O -2.437 -1.450 2.290 0.066
C -2.611 -0.670 1.382 -0.469
O -1.709 -0.449 0.390 -0.007
C -2.182 0.609 -0.453 -0.138
C -3.674 0.649 -0.237 -0.153
C -3.809 0.219 1.205 -0.064
H -1.692 1.540 -0.152 0.126
H -1.924 0.394 -1.492 0.129
H -4.112 1.626 -0.445 0.104
H -4.162 -0.085 -0.886 0.079
H -3.730 1.066 1.891 0.120
H -4.736 -0.330 1.375 0.129
O -1.394 -7.636 -1.066 0.102
C -1.523 -8.402 -0.145 -0.475
O -0.808 -9.550 -0.003 0.034
C -1.288 -10.271 1.137 -0.165
C -1.971 -9.237 2.002 -0.164
C -2.512 -8.262 0.980 -0.087
H -1.979 -11.047 0.794 0.128
H -0.451 -10.746 1.652 0.128
H -2.737 -9.660 2.655 0.119
H -1.231 -8.735 2.633 0.124
H -3.502 -8.554 0.622 0.136
H -2.527 -7.242 1.365 0.100
O -3.933 3.451 1.325 0.101
C -4.099 4.227 0.416 -0.478
O -3.192 4.442 -0.573 0.029
C -3.656 5.499 -1.423 -0.167
C -5.151 5.547 -1.215 -0.153
C -5.294 5.121 0.230 -0.077
H -3.165 6.429 -1.123 0.126
H -3.395 5.280 -2.458 0.115
H -5.584 6.525 -1.430 0.123
H -5.639 4.813 -1.864 0.123
H -5.214 5.969 0.915 0.136
H -6.223 4.576 0.399 0.129
O -2.788 7.729 -3.379 0.107
C -1.670 7.352 -3.628 -0.476
O -1.320 6.043 -3.758 0.018
C 0.097 5.947 -3.942 -0.156
C 0.523 7.299 -4.463 -0.164
C -0.462 8.232 -3.792 -0.079
H 0.559 5.707 -2.980 0.133
H 0.322 5.147 -4.650 0.129
H 1.567 7.534 -4.247 0.121
H 0.386 7.339 -5.548 0.122
H -0.115 8.550 -2.805 0.137
H -0.688 9.096 -4.418 0.130
O 2.570 3.558 1.782 0.094
C 1.808 2.737 2.231 -0.474
O 1.891 1.403 1.979 0.031
C 0.772 0.737 2.576 -0.151
C 0.294 1.665 3.668 -0.162
C 0.616 3.029 3.101 -0.075
H 0.012 0.573 1.807 0.109
H 1.087 -0.230 2.972 0.130
H -0.761 1.531 3.915 0.125
H 0.876 1.498 4.576 0.100
H -0.195 3.413 2.477 0.135
H 0.868 3.740 3.886 0.094
O 5.280 -6.194 1.916 0.103
C 5.086 -5.413 1.018 -0.478
O 5.972 -5.171 0.012 0.030
C 5.469 -4.114 -0.815 -0.163
C 3.982 -4.094 -0.580 -0.163
C 3.871 -4.537 0.862 -0.082
H 5.947 -3.178 -0.515 0.117
H 5.711 -4.318 -1.859 0.122
H 3.531 -3.121 -0.779 0.083
H 3.496 -4.831 -1.229 0.129
H 3.948 -3.694 1.554 0.134
H 2.954 -5.100 1.041 0.126
O 6.210 -2.139 -3.445 0.102
C 6.742 -1.203 -2.896 -0.475
O 6.599 -0.905 -1.573 0.010
C 7.275 0.324 -1.288 -0.158
C 8.298 0.481 -2.389 -0.165
C 7.612 -0.177 -3.568 -0.081
H 6.540 1.135 -1.286 0.131
H 7.741 0.267 -0.303 0.129
H 8.580 1.520 -2.570 0.119
H 9.205 -0.076 -2.135 0.122
H 6.978 0.526 -4.114 0.134
H 8.330 -0.649 -4.238 0.130
O 0.675 2.957 6.174 0.107
C 1.211 3.884 6.729 -0.452
O 1.041 4.185 8.045 0.037
C 1.730 5.403 8.346 -0.164
C 2.782 5.541 7.271 -0.163
C 2.116 4.894 6.077 -0.087
H 1.009 6.226 8.330 0.129
H 2.171 5.339 9.343 0.128
H 3.087 6.575 7.097 0.120
H 3.673 4.969 7.549 0.124
H 1.507 5.606 5.514 0.137
H 2.842 4.408 5.425 0.133

***

Record 2
115
Properties=species:S:1:pos:R:3:lowdin_charge:R:1 method="wB97M-V/def2-TZVPD" e_lumo_ev=-10.26 max_force_ev_per_a=0.47 orbital_gap_ev=5.783 charge=+3 e_above_lowest_kcal_mol=4.0
Au 2.135 0.264 0.087 1.436
C 2.970 1.721 -4.037 0.025
O 4.172 1.629 -3.190 0.119
C 3.751 1.272 -2.023 -0.298
N 2.520 0.888 -1.880 0.066
C 1.871 0.997 -3.228 -0.199
C 0.586 1.780 -3.292 -0.223
C -0.117 1.748 -4.496 -0.022
C -1.290 2.472 -4.635 -0.032
C -1.773 3.223 -3.569 -0.048
C -1.072 3.255 -2.374 -0.068
C 0.113 2.540 -2.234 -0.064
C 4.629 1.359 -0.854 -0.116
C 5.950 1.754 -0.786 0.096
C 6.557 1.787 0.468 0.060
C 5.846 1.427 1.608 0.097
C 4.531 1.032 1.451 -0.113
N 3.962 1.024 0.250 0.018
C 3.563 0.607 2.468 -0.311
N 2.441 0.049 2.124 0.058
C 1.588 -0.021 3.364 -0.193
C 2.608 0.410 4.449 0.027
O 3.795 0.860 3.709 0.117
C 1.019 -1.360 3.720 -0.235
C -0.212 -1.402 4.362 -0.037
C -0.660 -2.592 4.917 -0.063
C 0.107 -3.743 4.804 -0.047
C 1.322 -3.710 4.129 -0.046
C 1.786 -2.515 3.606 -0.038
H 3.196 1.276 -5.000 0.155
H 2.765 2.784 -4.138 0.154
H 1.734 -0.022 -3.587 0.134
H 0.246 1.153 -5.328 0.132
H -1.828 2.451 -5.573 0.124
H -2.690 3.787 -3.678 0.123
H -1.445 3.841 -1.543 0.104
H 0.658 2.578 -1.298 0.063
H 6.486 2.024 -1.687 0.154
H 7.592 2.094 0.554 0.148
H 6.298 1.443 2.591 0.154
H 0.806 0.727 3.231 0.130
H 2.922 -0.424 5.071 0.150
H 2.283 1.245 5.061 0.149
H -0.804 -0.499 4.463 0.124
H -1.606 -2.619 5.441 0.122
H -0.240 -4.668 5.244 0.123
H 1.916 -4.609 4.036 0.119
H 2.751 -2.492 3.109 0.117
O 0.578 -0.963 -0.067 -0.477
P -0.811 -1.256 -0.772 0.949
C -1.489 -2.784 -0.074 -0.310
C -1.303 -3.024 1.444 -0.159
C -2.637 -3.311 2.139 -0.190
C -3.416 -4.455 1.494 -0.163
C -3.414 -4.356 -0.039 -0.160
C -2.961 -2.976 -0.509 -0.182
C -1.842 0.195 -0.471 -0.315
C -2.053 0.345 1.046 -0.187
C -2.801 1.640 1.362 -0.171
C -4.078 1.823 0.510 -0.161
C -4.363 0.598 -0.350 -0.181
C -3.179 0.278 -1.262 -0.154
C -0.411 -1.583 -2.513 -0.330
C 0.785 -2.567 -2.586 -0.197
C 0.982 -3.027 -4.030 -0.182
C -0.184 -3.925 -4.470 -0.167
C -1.488 -3.534 -3.762 -0.177
C -1.531 -2.031 -3.493 -0.161
H -0.914 -3.543 -0.615 0.108
H -0.802 -2.185 1.924 0.070
H -0.643 -3.884 1.573 0.127
H -3.251 -2.405 2.148 0.105
H -2.445 -3.545 3.181 0.095
H -4.440 -4.438 1.868 0.119
H -2.994 -5.411 1.805 0.119
H -4.401 -4.576 -0.444 0.123
H -2.736 -5.099 -0.471 0.119
H -3.597 -2.200 -0.079 0.103
H -3.061 -2.913 -1.591 0.091
H -1.190 1.017 -0.793 0.090
H -1.086 0.340 1.557 0.088
H -2.611 -0.512 1.431 0.100
H -2.127 2.482 1.188 0.045
H -3.047 1.652 2.426 0.118
H -3.967 2.692 -0.144 0.112
H -4.934 2.032 1.151 0.118
H -5.248 0.762 -0.964 0.128
H -4.593 -0.260 0.289 0.110
H -3.082 1.067 -2.011 0.111
H -3.393 -0.636 -1.810 0.079
H -0.076 -0.604 -2.854 0.077
H 0.610 -3.449 -1.964 0.114
H 1.689 -2.108 -2.179 0.089
H 1.929 -3.556 -4.135 0.120
H 1.040 -2.149 -4.684 0.107
H 0.053 -4.967 -4.252 0.120
H -0.309 -3.857 -5.551 0.120
H -1.585 -4.083 -2.821 0.100
H -2.347 -3.823 -4.367 0.127
H -2.517 -1.719 -3.164 0.083
H -1.365 -1.502 -4.436 0.125
O 0.978 2.386 1.265 -0.629
S 0.121 3.645 1.209 0.939
C -0.135 4.197 2.917 -0.299
C 0.109 5.699 2.908 -0.214
C 1.388 5.894 2.094 -0.211
C 1.214 5.059 0.825 -0.294
H 0.631 3.670 3.492 0.097
H -1.124 3.892 3.252 0.096
H 0.197 6.082 3.923 0.130
H -0.727 6.221 2.438 0.128
H 2.249 5.543 2.665 0.118
H 1.562 6.940 1.849 0.127
H 2.134 4.623 0.435 0.087
H 0.727 5.619 0.027 0.096

***

Record 3
118
Properties=species:S:1:pos:R:3:lowdin_charge:R:1 method="wB97M-V/def2-TZVPD" e_lumo_ev=2.32 max_force_ev_per_a=5.00 orbital_gap_ev=5.383 charge=-1
Ga -0.244 0.018 -0.849 -0.321
C -1.271 3.841 0.010 -0.184
Si -0.777 2.056 0.132 0.528
C -2.296 0.751 -0.219 -0.349
C -3.495 1.498 -0.466 -0.131
C -4.692 0.905 -0.858 -0.111
C -4.738 -0.457 -1.041 -0.103
C -3.600 -1.226 -0.792 -0.115
C -2.360 -0.693 -0.333 -0.347
P -1.065 -2.126 0.042 1.113
C -1.754 -2.913 1.577 -0.408
C -0.794 -3.960 2.190 -0.220
C -1.473 -5.035 3.041 -0.208
C -2.572 -4.431 3.897 -0.212
C -3.649 -3.765 3.045 -0.196
C -3.195 -3.420 1.618 -0.208
C -1.154 -3.168 -1.479 -0.446
C 0.256 -3.467 -2.036 -0.204
C 0.886 -4.747 -1.495 -0.199
C -0.035 -5.945 -1.682 -0.210
C -1.399 -5.704 -1.051 -0.204
C -2.041 -4.412 -1.544 -0.198
C -0.289 1.570 1.894 -0.282
C -1.024 2.020 3.005 -0.087
C -0.627 1.676 4.295 -0.101
C 0.502 0.887 4.485 -0.093
C 1.232 0.429 3.386 -0.099
C 0.850 0.751 2.082 -0.359
P 1.675 0.214 0.579 1.039
C 3.019 1.561 0.329 -0.349
C 3.827 1.939 1.593 -0.198
C 3.600 3.375 2.056 -0.201
C 3.968 4.379 0.963 -0.208
C 3.636 3.884 -0.447 -0.190
C 2.543 2.819 -0.417 -0.209
C 2.762 -1.306 0.800 -0.372
C 2.159 -2.435 1.637 -0.225
C 3.161 -3.531 1.996 -0.198
C 4.320 -2.993 2.827 -0.207
C 4.700 -1.560 2.464 -0.203
C 4.282 -1.203 1.042 -0.194
H -2.064 4.096 0.719 0.030
H -1.623 4.085 -0.997 0.011
H -0.420 4.495 0.226 0.030
H -3.522 2.580 -0.367 0.087
H -5.573 1.515 -1.032 0.098
H -5.658 -0.938 -1.364 0.096
H -3.722 -2.291 -0.948 0.079
H -1.734 -2.065 2.279 0.118
H -0.089 -3.432 2.842 0.100
H -0.189 -4.465 1.433 0.078
H -0.725 -5.524 3.676 0.109
H -1.894 -5.815 2.396 0.106
H -2.132 -3.687 4.574 0.111
H -3.023 -5.200 4.534 0.103
H -3.987 -2.855 3.555 0.109
H -4.526 -4.421 2.983 0.106
H -3.907 -2.687 1.240 0.096
H -3.303 -4.319 1.005 0.098
H -1.578 -2.474 -2.218 0.087
H 0.941 -2.625 -1.879 0.065
H 0.170 -3.578 -3.126 0.130
H 1.131 -4.633 -0.436 0.089
H 1.832 -4.932 -2.016 0.113
H 0.424 -6.837 -1.242 0.106
H -0.159 -6.146 -2.753 0.113
H -1.306 -5.689 0.036 0.085
H -2.058 -6.548 -1.286 0.110
H -3.003 -4.270 -1.050 0.080
H -2.295 -4.574 -2.602 0.121
H -1.910 2.637 2.877 0.098
H -1.198 2.026 5.151 0.094
H 0.816 0.622 5.492 0.095
H 2.110 -0.177 3.577 0.081
H 3.706 1.080 -0.379 0.109
H 4.897 1.850 1.357 0.116
H 3.655 1.262 2.430 0.083
H 4.195 3.580 2.953 0.108
H 2.550 3.507 2.344 0.111
H 5.039 4.610 1.013 0.102
H 3.443 5.322 1.161 0.104
H 4.538 3.470 -0.914 0.112
H 3.323 4.732 -1.067 0.109
H 2.241 2.564 -1.440 0.099
H 1.686 3.274 0.078 0.082
H 2.716 -1.668 -0.240 0.094
H 1.375 -2.907 1.055 0.045
H 1.706 -2.069 2.560 0.093
H 3.549 -3.979 1.072 0.113
H 2.659 -4.338 2.541 0.107
H 5.186 -3.653 2.691 0.104
H 4.069 -3.035 3.893 0.106
H 5.783 -1.434 2.577 0.109
H 4.238 -0.868 3.174 0.090
H 4.775 -1.928 0.375 0.122
H 4.731 -0.258 0.756 0.076
F 1.952 -1.226 -2.583 0.000
B 1.322 0.018 -2.207 -0.532
F 1.783 1.262 -2.778 -0.016
S -4.080 4.015 -6.535 0.503
C -3.072 3.654 -5.247 -1.055
S -3.005 1.991 -4.660 0.982
C -1.844 2.498 -3.483 -0.984
N -1.523 3.747 -3.490 -0.020
N -2.205 4.440 -4.481 -0.119
C -1.888 5.841 -4.536 -0.163
C -2.458 6.752 -5.434 -0.043
C -2.102 8.111 -5.435 -0.093
C -1.164 8.595 -4.532 -0.121
C -0.581 7.721 -3.626 -0.095
C -0.940 6.368 -3.632 -0.022
S -1.098 1.496 -2.327 0.772
H -3.197 6.461 -6.166 0.035
H -2.568 8.785 -6.148 0.098
H -0.891 9.646 -4.533 0.093
H 0.154 8.076 -2.910 0.098
H -0.457 5.716 -2.904 0.097
H -0.853 -1.036 -1.904 0.026